34
Properties=species:S:1:pos:R:3:forces:R:3 method="wB97M-V/def2-TZVPD" lumo_energy_ev=0.6
O -0.820474 -1.280741 1.880207 -0.0119 -0.3658 -0.2825
O 1.070364 3.094811 2.911820 -0.2517 -0.3223 0.1803
O -2.038521 -2.554571 -4.305840 -0.2137 -1.4096 -1.0880
O 0.065842 0.137542 -1.477788 -14.0247 11.0963 -6.5108
O -0.670911 -0.455868 -4.534202 0.2249 0.9000 0.4891
O -2.466081 -0.859787 -2.770520 0.2960 1.3986 1.8333
O -1.028408 -2.041826 -0.514474 0.6132 0.3672 -0.6132
O 1.352588 -0.983416 -0.912914 12.4045 -11.7842 5.6937
C -0.758880 -0.533652 2.849277 -0.3309 -0.2319 0.0505
C 1.255622 2.483929 1.865297 -0.4730 0.0598 1.4125
N 1.966698 3.047786 0.885521 0.5485 -0.1722 -1.0967
N -0.059701 0.592647 2.833039 0.6931 1.2755 0.1708
C -1.502439 -0.865623 4.120767 0.0984 0.0288 -0.1469
C 2.270933 2.467771 -0.423249 -0.3214 -0.0463 0.1969
C 0.691164 1.072721 1.674206 -0.0569 0.0056 -0.0949
C -0.045465 -2.252819 -2.782130 2.5554 -2.3771 -0.9719
P -1.300199 -1.523026 -3.576585 -4.3149 -1.3588 -5.4882
P 0.017379 -1.326589 -1.438543 -0.2837 -1.5145 5.2390
H -1.447252 -0.186627 -5.040863 0.1128 0.4994 -0.5994
H -3.030256 -1.634985 -2.626169 -0.4514 0.2594 0.0800
H -0.889446 -1.657865 0.390170 -0.4542 -0.1035 0.7361
H 0.979129 -0.066674 -1.104480 3.5917 3.9214 1.2268
H 2.310173 3.975133 1.085776 -0.1378 -0.1237 0.1334
H -0.059205 1.186138 3.650928 0.1052 0.1489 -0.1004
H -2.076913 -1.778362 3.969980 0.1041 0.1118 -0.0173
H -0.787289 -1.013876 4.927823 -0.0650 0.0450 0.1381
H -2.177320 -0.048031 4.368525 0.0058 0.0124 0.1562
H 1.362895 2.408992 -1.027888 0.1274 -0.0814 -0.0842
H 2.995960 3.094465 -0.945008 -0.0935 -0.0536 0.1841
H 2.694938 1.467866 -0.310131 0.0018 0.0484 -0.0855
H 1.513480 0.388261 1.465491 -0.0197 -0.1007 -0.2178
H 0.026131 1.098771 0.812960 0.0420 -0.1752 -0.2421
H -0.284938 -3.283582 -2.547158 -0.1235 -0.0085 -0.1146
H 0.870403 -2.168915 -3.353844 0.1033 0.0507 -0.1665


26
Properties=species:S:1:pos:R:3:forces:R:3 method="wB97M-V/def2-TZVPD" charge=+1 de_lowest_kcal_mol=69.3 lumo_energy_ev="-5.5 / -4.8"
C 1.264321 0.368263 -0.043883 -0.9534 -0.4775 0.4644
C -0.693546 -1.503905 1.721342 -1.2435 3.7100 2.1002
C -2.257506 -0.670518 -0.192429 1.0986 1.6310 -0.9131
C 0.393610 -1.518293 -1.112976 1.9718 -0.3730 1.7160
C 2.925040 1.968893 0.767135 -0.6053 1.0624 1.0723
C -0.973858 -0.415115 0.672867 -0.7384 1.9613 0.3130
N 0.196380 -0.400906 -0.184107 2.1990 1.0705 -0.5867
N 1.738503 1.098792 0.919983 -0.0093 0.2332 -0.6809
O 1.237756 1.579923 -1.942404 1.8454 -0.4157 0.6188
P -0.208242 1.516709 -2.255426 -0.9471 0.5834 -0.9708
H -0.767353 -2.207389 1.008781 -0.1962 -4.1458 -0.9675
H 0.259455 -1.446249 2.228813 0.4692 0.0732 -0.3594
H -1.437339 -1.449100 2.542394 0.0541 -0.6865 -0.8495
H -3.015927 -0.544754 0.549592 -1.0503 -0.0147 0.0078
H -2.396969 -1.617197 -0.764311 0.4012 0.5704 0.7867
H -2.291111 0.222996 -0.950610 -0.2747 -1.7047 1.3456
H 1.211573 -1.267956 -1.745437 0.4731 0.4026 -0.8470
H 0.803956 -2.369393 -0.532478 -0.7683 0.0697 -0.4146
H -0.465803 -1.722958 -1.661548 -1.3830 -0.5199 -0.7870
H 3.306442 1.962828 -0.211762 0.0615 -0.2208 -1.3679
H 3.680876 1.597354 1.411000 0.7402 -0.5075 0.6465
H 2.777645 3.031021 1.072647 -0.5327 -0.8680 -0.2540
H -1.127032 0.673793 1.020917 0.4333 -1.6293 -0.0712
H 1.383953 0.996430 1.862372 -0.1514 -0.0899 0.1111
H -0.658054 2.816579 -2.126209 -0.7438 0.5277 0.1190
H -0.416927 1.228130 -3.609924 -0.1500 -0.2419 -0.2317


26
Properties=species:S:1:pos:R:3:forces:R:3 method="wB97M-V/def2-TZVPD" charge=+2 de_lowest_kcal_mol=101.2 lumo_energy_ev=-6.2
C -1.906138 -0.528509 1.084485 -0.7150 -0.2094 0.0287
C 1.940953 1.238918 0.293258 1.6341 -1.9907 -1.4627
C -0.826257 -1.173133 1.809264 1.5492 -1.5154 -0.1647
C 1.171488 2.272142 0.895145 -2.2300 2.0527 -0.6190
C -4.084023 0.005092 -1.494049 1.3951 1.2326 -4.6236
C 2.094032 -0.930424 -0.731701 1.2382 -1.3770 -0.0528
N -2.938597 -0.364986 0.577865 1.1274 0.5320 -0.4745
N 1.531853 0.110161 -0.096955 -1.6121 1.5100 1.2600
N -3.945368 0.059360 -0.121524 -2.3464 0.6540 4.1468
N 3.706981 -0.821749 -1.116314 0.9955 -1.5211 2.0854
H 2.989830 1.396335 0.114710 0.7234 0.8789 0.0593
H -0.919412 -2.280431 1.703422 -0.3586 0.7533 0.5258
H -0.630553 -0.856275 2.829991 -1.2178 0.0430 0.4211
H 0.221746 -1.010138 1.492592 -0.8862 0.5804 -1.0118
H 1.579757 2.511593 1.848186 0.6657 0.7357 0.6720
H 0.144135 1.940273 1.127540 0.3053 0.1796 -0.4940
H 1.140179 3.210903 0.190206 0.1322 -1.6525 1.5158
H -3.710820 -0.991325 -1.849339 -0.7832 0.9921 -0.3071
H -5.094705 0.357174 -1.904030 1.0610 -1.3031 1.2768
H -3.463887 0.866634 -1.952959 -0.3420 -1.5485 0.4388
H 1.464647 -1.097201 -1.583948 0.6069 -0.4668 -1.1424
H 2.095727 -1.812792 -0.097228 0.0339 -0.1871 -0.0339
H -4.813120 0.238489 0.417775 1.1456 -0.3023 -0.0536
H 3.860522 -0.170347 -1.864397 0.2057 0.4120 -0.6252
H 4.142091 -0.387344 -0.210336 -0.5641 -1.1958 -2.1595
H 4.248930 -1.782429 -1.361653 -1.7640 2.7133 0.7943


24
Properties=species:S:1:pos:R:3:forces:R:3 method="wB97M-V/def2-TZVPD" charge=-1 de_lowest_kcal_mol=4.4 lumo_energy_ev=4.1
C 0.908399 -0.822155 -2.086761 0.6721 -0.3142 0.4946
C 2.030248 -0.391296 -1.125650 0.1642 -0.1482 -0.0976
C 1.695858 0.982646 -0.536692 0.2519 0.2133 -1.0998
C 2.225019 -1.423408 -0.017462 0.4105 0.2137 0.2640
H 1.058782 -1.856567 -2.418955 0.1220 0.0808 -0.1024
H -0.021944 -0.810122 -1.513803 -0.1957 0.3362 -0.2785
H 0.952059 -0.169395 -2.959905 -0.5205 0.0458 -0.0305
H 2.978699 -0.326905 -1.683680 -0.1012 0.0059 -0.0423
H 2.437762 1.263616 0.214586 -0.3603 -0.0406 0.3825
H 0.642734 0.958918 -0.232520 0.3169 0.0202 0.7089
H 1.782667 1.754065 -1.319448 0.0170 -0.1305 -0.0318
H 2.302771 -2.432014 -0.430570 -0.3000 -0.0764 0.0759
H 3.163796 -1.265717 0.532104 -0.0199 0.1987 -0.1179
H 1.420152 -1.319775 0.709711 -0.2944 -0.3195 -0.1499
C -3.349344 1.127437 0.854583 -0.1060 -0.0810 0.1071
N -2.316816 1.063169 1.874775 0.0569 0.0160 0.1452
C -1.476040 -0.170041 1.678471 0.4005 0.4797 -0.3797
O -0.855504 -0.250989 0.497662 -0.2905 -0.1798 0.0080
H -2.982079 1.176467 -0.177970 0.1035 0.0213 0.0442
H -4.023414 1.969587 1.044643 0.0060 0.0112 -0.0482
H -3.933750 0.204629 0.941080 -0.0900 0.0666 -0.0710
H -1.680383 1.848163 1.753462 -0.0563 -0.0652 -0.1063
H -2.211364 -0.982673 1.875091 0.0484 -0.2098 0.1425
H -0.748310 -0.127641 2.527249 -0.2351 -0.1442 0.1829


24
Properties=species:S:1:pos:R:3:forces:R:3 method="wB97M-V/def2-TZVPD" charge=+1 de_lowest_kcal_mol=19.4 lumo_energy_ev=-3.0
C -1.751040 -1.284296 -1.151778 -0.3277 0.4222 0.0183
C -0.563611 -0.506514 -0.619210 0.0112 0.4809 -0.9688
C 0.699216 -1.335200 -0.397160 -0.5492 0.0676 0.6953
C 1.643118 -0.710989 0.633022 -0.5274 -0.0435 -0.0033
C 1.509954 0.320097 2.885634 0.5651 0.6588 0.7573
C 0.964223 -0.460810 1.973271 0.2080 -0.1389 -0.0963
N -0.205191 0.631515 -1.641856 -0.1945 -0.5750 0.7045
H -2.284965 -1.745919 -0.335932 0.0856 -0.3854 0.3780
H -2.503636 -0.613933 -1.574172 0.1075 0.0316 -0.2059
H -1.490797 -2.053122 -1.872658 0.1395 0.0023 -0.1292
H -0.847686 0.065709 0.259495 0.0213 -0.1757 0.1939
H 0.343325 -2.299001 -0.046316 0.1194 -0.2892 0.0650
H 1.186067 -1.503837 -1.353720 0.1426 -0.1600 -0.1779
H 1.960762 0.247549 0.228702 0.3924 0.2000 0.0851
H 2.528672 -1.333716 0.768548 -0.0305 0.0173 -0.1083
H 2.489385 0.774989 2.749777 -0.0946 0.0043 -0.4193
H 1.119448 0.587174 3.868346 -0.3818 -0.5284 -0.3180
H 0.038704 -0.985465 2.200346 -0.0281 0.0488 -0.1243
H 0.735615 0.445038 -1.972494 0.1267 0.3359 -0.2303
H -0.285371 1.534143 -1.144294 0.0461 0.1455 -0.2193
H -0.853461 0.667643 -2.430333 0.1045 -0.1247 0.0821
H -1.819444 2.894628 0.341183 0.2040 0.4242 -0.4274
H -1.297861 3.769816 -0.880376 -0.2174 0.2620 0.2946
O -1.315419 2.894495 -0.488016 0.0773 -0.6805 0.1543